No. 1
{
  "formula": "C4H10I2N",
  "method": "ωB97M-V/def2-TZVPD",
  "species": ["I", "I", "N", "C", "C", "C", "C", "H", "H", "H", "H", "H", "H", "H", "H", "H", "H"],
  "xyz": [[2.5212, 1.6623, 0.6391], [0.3223, 0.5429, 3.2296], [0.0199, -0.0158, -0.0073], [1.0160, 0.1687, 1.1230], [-0.8354, 1.1646, -0.2627], [-0.9836, -1.1699, 0.2441], [0.6576, -0.4272, -1.2064], [-1.1305, -1.1867, 1.3027], [-1.8656, -0.9260, -0.2942], [-0.5611, -2.0302, -0.1510], [-0.3444, 2.1710, -0.1597], [1.2151, 0.3460, -1.7838], [-1.7218, 1.0460, 0.4437], [-0.1570, -0.7027, -1.9824], [1.6787, -0.5974, 1.3185], [1.3607, -1.1965, -1.0934], [-1.1924, 1.1507, -1.3596]],
  "atomic_forces_ev_per_a": [[-0.492, -0.086, -0.012], [-0.108, -0.189, -1.598], [-0.928, -0.494, 1.434], [-0.520, 2.888, 0.901], [-1.887, 1.730, -0.509], [0.713, 1.710, 1.113], [0.033, 0.949, -5.135], [-0.398, -0.307, 0.569], [-0.726, 0.153, -0.341], [0.777, -1.736, -0.304], [-0.106, -1.296, 0.306], [-0.413, 0.061, 1.057], [1.199, 0.714, -1.008], [1.283, 0.032, 1.477], [0.532, -2.387, -0.338], [0.617, -1.393, 0.539], [0.425, -0.349, 1.850]],
  "lowdin_charge": [0.886, 0.807, -0.463, -1.029, -0.052, 0.040, -0.118, 0.060, 0.103, 0.088, 0.092, 0.100, 0.124, 0.157, -0.038, 0.099, 0.145],
  "charge": 1,
  "gap_ev": 8.827,
  "lumo_energy_ha": -0.16197,
  "relative_energy_kcal_mol": 19.9
}

No. 2
{
  "formula": "C10H15CrO10",
  "method": "ωB97M-V/def2-TZVPD",
  "species": ["Cr", "O", "O", "O", "O", "O", "O", "O", "O", "O", "O", "C", "C", "C", "C", "C", "C", "C", "C", "C", "C", "H", "H", "H", "H", "H", "H", "H", "H", "H", "H", "H", "H", "H", "H", "H"],
  "xyz": [[0.2246, 0.0857, -0.1341], [-0.8899, -1.8702, -0.1031], [2.8500, -1.9873, 2.5678], [1.2366, -0.3529, -2.1346], [-0.8030, 0.0026, 2.5413], [1.8154, -0.8425, 1.1389], [-1.3907, 0.9121, -1.3461], [-3.4680, 0.6237, -1.9265], [-0.1576, 1.6816, 1.4041], [1.7068, 1.4193, -1.0702], [-0.5817, -2.7308, 1.8373], [-2.5897, 1.3536, -1.4871], [2.6551, 1.2254, -3.2969], [-1.9864, -4.0116, 0.3922], [-1.7601, 2.1702, 3.0981], [2.8407, -1.4873, 1.4574], [-0.9320, 1.2348, 2.2965], [-3.0363, 2.7753, -1.1755], [1.8232, 0.7238, -2.1119], [3.9669, -1.4689, 0.4786], [-1.1286, -2.7874, 0.7213], [3.8309, -0.6996, -0.2815], [4.1427, -2.4132, -0.0368], [2.4670, 2.1920, -3.7640], [2.6170, 0.5472, -4.1494], [-3.9602, 2.9733, -1.7188], [4.8440, -1.1147, 1.0203], [-3.0188, -3.6907, 0.5306], [-1.5467, 3.2215, 2.9052], [-3.0196, 3.0970, -0.1342], [-1.7197, -4.3171, -0.6196], [-1.5363, 2.0848, 4.1615], [-2.7951, 1.9258, 2.8592], [-2.5263, 3.5039, -1.8057], [3.6858, 0.9651, -3.0560], [-1.8601, -4.9444, 0.9416]],
  "atomic_forces_ev_per_a": [[-0.387, -1.099, 1.383], [-1.244, -0.090, -2.226], [2.565, -2.064, 1.955], [0.087, -2.128, -2.008], [-2.451, 1.416, 1.266], [-1.003, 1.326, -2.245], [-0.422, 1.684, 0.536], [-1.954, -0.449, -0.812], [-0.544, 2.413, -0.943], [1.184, 1.743, -0.400], [-0.984, -1.759, 0.573], [2.060, -1.849, 0.325], [0.550, -1.531, -0.813], [-0.134, 0.028, -0.899], [-0.538, 0.730, 0.575], [-3.118, 1.502, -0.002], [3.706, -3.494, -0.682], [0.214, 1.172, -1.191], [-0.886, 1.085, 1.061], [1.214, 0.509, -0.587], [2.917, 1.130, 2.607], [-0.509, -0.104, -0.086], [0.119, -0.189, 0.256], [0.208, 0.355, 0.908], [-0.956, -0.427, -0.125], [-1.004, -0.702, 0.927], [0.480, -0.508, 0.133], [-0.258, -0.164, -0.563], [-0.090, 0.016, -0.620], [0.005, -0.156, -0.109], [-0.670, 0.303, -0.516], [-0.310, -0.606, 0.142], [-0.235, 0.211, 0.406], [1.448, 0.110, 0.477], [0.485, 1.128, 0.470], [0.453, 0.457, 0.828]],
  "mulliken_spin": [3.952, -0.001, 0.003, 0.008, 0.013, 0.002, 0.020, 0.001, 0.014, -0.001, 0.006, 0.007, -0.001, 0.005, 0.009, 0.004, -0.029, 0.000, -0.024, 0.002, 0.005, 0.001, 0.000, 0.001, 0.003, 0.000, 0.000, 0.000, 0.000, 0.001, 0.000, -0.001, -0.001, 0.000, 0.001, -0.001],
  "charge": -3,
  "gap_ev": [3.940, 5.419],
  "spin_multiplicity": 5,
  "lumo_energy_ha": [0.26549, 0.26524],
  "relative_energy_kcal_mol": 76.3
}

No. 3
{
  "formula": "C7H39NO11",
  "method": "ωB97M-V/def2-TZVPD",
  "species": ["O", "O", "O", "O", "O", "O", "O", "O", "O", "O", "O", "N", "C", "C", "C", "C", "C", "C", "C", "H", "H", "H", "H", "H", "H", "H", "H", "H", "H", "H", "H", "H", "H", "H", "H", "H", "H", "H", "H", "H", "H", "H", "H", "H", "H", "H", "H", "H", "H", "H", "H", "H", "H", "H", "H", "H", "H", "H"],
  "xyz": [[1.2355, -3.8242, 3.8624], [2.7254, -3.0898, 0.9089], [-1.1460, -3.1154, -2.4439], [1.8280, 1.2516, 4.6210], [-0.3627, -2.8170, 0.8153], [-1.8842, -0.9376, -3.8058], [-0.5973, -0.0241, 2.5789], [-1.0191, 1.6008, 4.8456], [2.5018, -1.2464, 3.8997], [1.2169, -4.0340, -1.0487], [-1.8763, -2.3181, 2.9504], [-0.8469, 1.5105, -3.1248], [-0.8986, 2.4921, -0.7923], [1.3131, 0.7163, -3.8351], [0.6355, 3.3895, -3.5958], [-0.5582, 1.2918, -1.6749], [0.2098, 2.6821, 0.4078], [-2.3174, 2.3551, -0.3099], [0.3782, 1.8860, -3.9109], [0.7702, -4.0025, -0.1620], [-0.7277, -2.8146, 1.7524], [-1.0433, 0.8381, 2.7964], [0.6095, -3.9464, -1.7265], [-2.6184, -2.1389, 2.4684], [-1.0059, -2.1788, -2.8561], [1.2689, 0.1957, -4.8603], [-1.1822, -1.6534, 3.1730], [-0.2672, 3.0032, 1.3363], [1.4348, 1.0419, 5.4748], [2.3347, -2.1012, 4.3840], [-1.1875, -2.7540, 0.3198], [1.8803, -2.6490, 1.1189], [2.6420, -3.3356, -0.0427], [3.0685, -1.5098, 3.1294], [0.6939, 3.9135, -4.5067], [-1.4936, -0.0305, -3.8031], [-2.8594, 3.2945, -0.0884], [0.5458, -3.6456, 3.2048], [-0.3044, 0.9502, 4.7439], [0.5710, 1.1076, -1.4261], [-2.0428, -3.1355, -2.4332], [1.0107, 3.4917, 0.1743], [0.1549, 1.8838, -5.0229], [1.1555, 3.8331, -2.7926], [-2.5514, -0.6836, -4.5087], [-1.6387, 2.1657, -3.2525], [-0.4031, 3.7482, -3.0964], [-2.2412, 1.8919, 0.6812], [2.3537, 0.4896, 4.3567], [-2.9808, 1.7906, -0.9760], [0.8671, 1.8132, 0.6901], [-0.7647, 2.5489, 4.7567], [0.3549, 0.0732, 2.8764], [-0.6959, 3.3853, -1.4125], [-1.3421, 0.4491, -1.3045], [1.9385, -4.1312, 3.2986], [2.2803, 1.2090, -3.5664], [0.8774, -0.1770, -3.2462]],
  "atomic_forces_ev_per_a": [[-0.568, 0.247, -0.066], [-0.168, 0.275, 0.129], [4.522, 2.461, -0.768], [-0.476, 0.679, -0.029], [-0.406, -0.207, 1.473], [-1.536, 1.417, -2.106], [1.206, 1.086, 0.539], [-0.854, 0.632, 0.078], [0.771, -1.404, -0.499], [2.311, -0.751, 2.953], [3.826, -2.471, 3.063], [0.157, -0.726, -0.269], [2.291, 1.000, 0.505], [0.461, -1.549, -0.761], [-3.632, -0.075, 1.231], [-0.427, -1.166, 0.972], [0.761, 0.564, -0.677], [-0.774, 1.005, 1.243], [-2.834, 0.797, -0.536], [-0.010, 0.136, -1.609], [0.208, 0.074, -1.312], [0.755, -1.191, 0.037], [-2.364, 0.405, -1.808], [-2.446, 1.847, -1.759], [-0.325, -2.440, 0.839], [0.948, 1.075, 1.271], [-1.818, 0.632, -0.855], [-0.108, 0.060, -0.081], [0.436, -0.058, 0.066], [-0.043, 1.055, -0.819], [0.296, 0.012, -0.459], [0.422, -0.221, -0.481], [-0.177, 0.200, 0.749], [-0.717, 0.235, 0.925], [0.645, 0.955, -0.880], [0.769, 0.173, 1.164], [0.493, -0.108, -0.279], [-0.046, -0.058, 0.437], [0.051, 1.218, -0.143], [-2.275, -0.468, -1.102], [-4.260, -0.411, 0.037], [-1.577, -1.115, 0.044], [-0.624, 0.435, 1.338], [2.049, -0.286, 0.646], [0.664, -1.380, 1.027], [0.917, -0.360, 0.226], [1.873, -0.620, -1.956], [-0.415, -0.496, -0.287], [0.081, -0.519, 0.189], [0.339, -0.084, 0.138], [-1.096, 0.287, -0.584], [0.517, -1.563, 0.085], [-1.455, 0.118, -0.529], [-0.685, -0.342, 0.519], [2.532, 1.225, -0.774], [0.722, -0.390, -0.384], [-0.203, -1.712, -0.096], [1.294, 1.866, -0.017]],
  "lowdin_charge": [-0.036, -0.096, -0.055, -0.070, -0.087, -0.115, -0.097, -0.082, -0.087, -0.067, -0.033, -0.114, -0.407, -0.084, -0.042, -0.198, -0.057, -0.091, -0.425, 0.033, 0.015, 0.057, -0.038, 0.008, 0.061, 0.098, 0.044, 0.048, 0.040, 0.061, 0.047, 0.004, 0.028, 0.075, 0.048, -0.006, 0.084, 0.028, 0.002, 0.143, -0.030, 0.090, 0.135, 0.050, 0.086, 0.128, 0.101, 0.069, -0.009, 0.078, 0.068, 0.072, 0.061, 0.086, 0.154, 0.033, 0.095, 0.097],
  "charge": 0,
  "gap_ev": 9.499,
  "smiles": "CC(C)CNC(C)C.O.O.O.O.O.O.O.O.O.O.O",
  "lumo_energy_ha": 0.00932,
  "relative_energy_kcal_mol": 133.3
}

No. 4
{
  "formula": "C6H12N",
  "method": "ωB97M-V/def2-TZVPD",
  "species": ["N", "C", "C", "C", "C", "C", "C", "H", "H", "H", "H", "H", "H", "H", "H", "H", "H", "H", "H"],
  "xyz": [[-1.0432, 1.8474, 0.5101], [-0.7738, 0.3166, 0.4554], [2.0001, -0.8949, -0.5898], [-0.3957, -0.2391, 1.7262], [0.9622, 0.1074, -0.8483], [-0.4078, -0.2546, -0.8673], [-1.1923, -1.0846, -1.5969], [2.7349, -0.3156, -0.1899], [2.2964, -1.2288, -1.6587], [-0.7045, -1.5870, -2.4079], [-1.3549, 2.2417, -0.3827], [-1.2171, -0.9304, 2.0553], [-0.2988, 2.2892, 0.9840], [-1.8334, 1.9827, 1.0989], [1.7772, -1.7522, -0.0583], [-2.1956, -1.3959, -1.4625], [0.5888, -0.8519, 1.6616], [1.3896, 1.1949, -0.9798], [-0.3320, 0.5550, 2.5503]],
  "atomic_forces_ev_per_a": [[-0.863, -2.098, -0.875], [1.679, 1.711, -2.447], [-0.492, 0.652, -3.704], [0.414, -1.300, 2.695], [-0.332, 1.954, 0.448], [-3.332, -0.555, -0.860], [2.500, 0.731, 0.210], [2.904, 0.691, 1.226], [-0.072, 0.339, 1.547], [0.157, -0.106, -0.621], [0.803, 0.029, -0.040], [0.852, 0.315, 0.069], [1.329, 1.201, 0.113], [-1.105, 0.011, 0.878], [-0.782, -1.621, 1.197], [-0.811, 0.214, 0.753], [-1.693, 1.056, 0.386], [-1.401, -2.108, 0.056], [0.246, -1.117, -1.028]],
  "lowdin_charge": [0.239, -0.204, -0.058, -0.070, -0.086, -0.363, 0.153, 0.050, 0.152, 0.075, 0.182, 0.106, 0.137, 0.148, 0.067, 0.071, 0.118, 0.169, 0.113],
  "charge": 1,
  "gap_ev": [7.881, 8.391],
  "lumo_energy_ha": [-0.14729, -0.14088],
  "relative_energy_kcal_mol": 106.0
}

| no. | F_max (eV/A) | electronic energy (eV) |
| --- | --- | --- |
| 1 | 5.222 | -21993.0034 |
| 2 | 5.139 | -59508.1158 |
| 3 | 5.488 | -31901.5291 |
| 4 | 3.793 | -7895.4657 |